A cluster of 2 separate species, C6H16O in total. Source: the Open Molecules 2025 dataset; level of theory: ωB97M-V/def2-TZVPD.

Structure (XYZ):
```
23
C6H16O, DFT ωB97M-V/def2-TZVPD
C -1.13431 0.64816 -3.64580
C -0.10877 1.97849 -1.77494
C -2.28155 0.76660 -1.41165
C -0.93438 0.74308 -2.13340
H -1.68763 1.53360 -4.00138
H -1.71065 -0.25522 -3.90720
H -0.16253 0.60825 -4.16605
H -0.64433 2.88698 -2.09812
H 0.05525 2.03551 -0.68570
H 0.87268 1.95112 -2.27755
H -2.86871 -0.13567 -1.65200
H -2.13800 0.81221 -0.31899
H -2.85474 1.65410 -1.72854
H -0.37719 -0.15583 -1.79963
O 1.03307 -0.53400 4.15561
C 2.66538 -1.85151 3.04772
C 1.29566 -1.85989 3.68780
H 0.14632 -0.52863 4.57281
H 3.42965 -1.55065 3.78391
H 2.68932 -1.14020 2.20506
H 2.91880 -2.85557 2.66788
H 0.52893 -2.17068 2.95228
H 1.26773 -2.58027 4.52787
```

Output
Total charge: 0
Frontier orbital gap in eV: 11.12
HOMO in eV: -10.33
E_LUMO in eV: 0.78
Total energy in hartree: -313.42780
SMILES string: CC(C)C.CCO
Relative energy (zero: lowest compared OMol25 entry of this formula, charge and spin) in kcal per mole: 9.9

natural (NBO) atomic charge list, values in e, 8 entries:
1. C -0.6040
2. C -0.6044
3. C -0.6041
4. C -0.2182
5. H 0.1995
6. H 0.2066
7. H 0.2071
8. H 0.1992

***

A structure of composition C13H23NO4RbS4. Source: the Open Molecules 2025 dataset; level of theory: ωB97M-V/def2-TZVPD.

Structure (XYZ):
```
46
C13H23NO4RbS4, DFT ωB97M-V/def2-TZVPD
Rb 0.25606 -0.98426 0.24897
C -2.73327 2.31855 -0.83411
C -2.17407 3.20232 0.27156
S -0.54284 2.72506 0.92690
C 0.57339 3.70827 -0.10262
C 0.66910 3.31699 -1.56758
S 1.39179 1.65925 -1.77804
C 1.01638 1.41804 -3.53796
C -0.44682 1.20449 -3.88556
S -1.07944 -0.37233 -3.21673
C -2.85594 0.02808 -3.10596
C -3.50227 -0.20482 -1.74602
S -2.71266 0.57691 -0.32591
H -2.14927 2.43089 -1.74662
H -3.76569 2.60929 -1.05163
H -2.84866 3.16771 1.12893
H -2.11416 4.24291 -0.05704
H 1.53037 3.57055 0.39976
H 0.27610 4.75803 -0.02986
H 1.30710 4.03141 -2.09537
H -0.31663 3.33839 -2.03428
H 1.60396 0.54652 -3.83435
H 1.41117 2.27090 -4.09666
H -0.57029 1.20869 -4.97116
H -1.05949 2.00862 -3.47930
H -3.38322 -0.58910 -3.83537
H -2.96856 1.06527 -3.42476
H -3.46861 -1.26237 -1.48732
H -4.54743 0.11075 -1.79789
C 1.80301 1.56355 4.12472
C 1.84315 0.32726 3.24541
C 2.61983 -0.80321 3.89903
O 0.48756 -0.10872 2.98114
C 2.39715 0.64649 1.81651
O 2.33909 1.83756 1.45035
O 2.78011 -0.34180 1.15714
H 1.35942 1.32252 5.09792
H 1.22143 2.34474 3.64141
H 2.81291 1.94250 4.28955
H 2.18331 -1.04984 4.87337
H 3.66029 -0.51126 4.05160
H 2.60521 -1.67881 3.25399
H 0.08792 -0.35324 3.82364
O -3.77464 -4.12378 -0.87240
C -2.79286 -3.45243 -0.63695
N -1.84095 -2.77797 -0.42355
```

Output
Total charge: -1
Frontier orbital gap in eV: 7.07
HOMO in eV: -5.03
E_LUMO in eV: 2.04
Total energy in hartree: -2481.85790
Relative energy (zero: lowest compared OMol25 entry of this formula, charge and spin) in kcal per mole: 0.0

natural (NBO) atomic charge list, values in e, 8 entries:
1. Rb 0.9133
2. C -0.5455
3. C -0.5547
4. S 0.2429
5. C -0.5571
6. C -0.5340
7. S 0.2403
8. C -0.5525

***

A cluster of 2 separate species, C13H14ClN2O7 in total at a distorted geometry. Source: the Open Molecules 2025 dataset; level of theory: ωB97M-V/def2-TZVPD.

Structure (XYZ):
```
37
C13H14ClN2O7, DFT ωB97M-V/def2-TZVPD
N -2.78523 -1.29916 -2.54546
C -3.45096 -0.04620 -3.08718
C -2.90759 1.29130 -2.36339
O -3.15059 2.49755 -3.13355
C -3.41771 1.40592 -0.81503
C -2.10224 1.52535 0.09993
C -1.34730 2.73108 0.24676
C -0.02179 2.66440 1.16484
O 0.33838 3.59952 1.92185
C 0.77822 1.26871 1.06347
C 2.31651 1.15291 1.09375
C 2.93730 -0.27987 0.95789
N 4.41423 -0.45823 0.94012
C 2.09823 -1.58260 0.82729
C 0.55693 -1.46556 0.79218
C -0.05900 -0.05471 0.90877
C -1.65170 0.15637 0.83572
O -2.48876 -0.63797 1.32898
H -2.31099 -1.81092 -3.30856
H -2.02556 -0.94140 -1.94640
H -4.57336 -0.20928 -2.95661
H -3.12222 0.02025 -4.18916
H -1.75559 1.16592 -2.32917
H -2.50857 3.16015 -2.77891
H -3.91232 0.38368 -0.59874
H -4.16435 2.25068 -0.66053
H -1.65241 3.69875 -0.29739
H 2.99014 2.08041 1.17186
H 4.63303 -1.31895 0.39911
H 4.78648 0.30591 0.33694
H 2.58885 -2.60896 0.73025
H -0.16718 -2.34321 0.66808
O 3.88579 -4.23097 4.12216
Cl 4.22791 -3.26020 3.10617
O 3.41926 -2.07149 3.28187
O 3.97640 -3.82614 1.79124
O 5.62777 -2.91305 3.22083
```

Output
Total charge: -1
Frontier orbital gap in eV: 6.87
HOMO in eV: -5.70
E_LUMO in eV: 1.17
Total energy in hartree: -1599.76295

natural (NBO) atomic charge list, values in e, 8 entries:
1. N -0.8381
2. C -0.2432
3. C 0.1071
4. O -0.7255
5. C -0.4948
6. C -0.0218
7. C -0.3038
8. C 0.5472

***

A structure of composition C4H10NP at a distorted geometry. Source: the Open Molecules 2025 dataset; level of theory: ωB97M-V/def2-TZVPD.

Structure (XYZ):
```
16
C4H10NP, DFT ωB97M-V/def2-TZVPD
C 2.31226 -0.08055 0.26634
C -1.39726 0.77818 -0.82806
C -0.66592 -1.78538 -0.05711
C -0.17202 0.58870 1.70208
N 3.01442 0.71413 -0.26491
P -0.00630 0.00429 0.09971
H 0.70212 -0.35319 -1.22712
H -2.21199 0.30424 -0.45767
H -1.55256 0.50706 -1.87923
H -1.45825 1.88656 -0.62362
H -1.25533 -1.56977 -0.91013
H -1.44682 -1.93335 0.74568
H 0.04189 -2.49604 -0.06859
H 0.55837 0.33165 2.34481
H -0.19491 1.71825 1.65484
H 3.73229 1.38522 -0.49703
```

Output
Total charge: 0
Frontier orbital gap in eV: 8.27
HOMO in eV: -7.69
E_LUMO in eV: 0.59
Total energy in hartree: -554.30822
Relative energy (zero: lowest compared OMol25 entry of this formula, charge and spin) in kcal per mole: 110.8

natural (NBO) atomic charge list, values in e, 8 entries:
1. C 0.2648
2. C -0.9556
3. C -0.8853
4. C -1.0136
5. N -0.7224
6. P 1.1538
7. H -0.0584
8. H 0.2249

***

A structure of composition C29H37N2ORhS2. Source: the Open Molecules 2025 dataset; level of theory: ωB97M-V/def2-TZVPD.

Structure (XYZ):
```
72
C29H37N2ORhS2, DFT ωB97M-V/def2-TZVPD
Rh 0.96810 -0.59396 0.85584
C 3.35408 -2.28511 0.42182
C 3.61027 -1.65727 -0.95985
C 2.41935 -1.81925 -1.90287
C 4.15378 -0.25335 -0.79747
C 5.52223 -0.06759 -0.93913
C 6.10943 1.16684 -0.72356
C 5.32920 2.22586 -0.30931
C 3.94770 2.10285 -0.14398
C 3.24592 3.32440 0.45192
C 2.85732 4.37607 -0.59430
C 2.09270 3.06151 1.42278
C 3.37254 0.86014 -0.45689
N 1.94166 0.72982 -0.42072
C 1.25445 1.47120 -1.20235
C -0.16472 1.64214 -1.14625
C -0.87528 2.50134 -1.93523
C -2.20396 2.52066 -1.45694
C -2.31744 1.69844 -0.37064
N -1.03693 1.16036 -0.14184
C -3.65915 1.25241 0.19321
C -3.62236 0.38656 1.44928
C -4.34078 0.43462 -0.92017
C -4.50281 2.50008 0.49428
H 2.81664 -3.23108 0.33856
H 2.83472 -1.62516 1.14902
H 4.29447 -2.47752 0.94047
H 4.42877 -2.23425 -1.39640
H 1.49167 -1.48316 -1.44811
H 2.29508 -2.88071 -2.13196
H 2.57226 -1.29269 -2.84544
H 6.13929 -0.91149 -1.22452
H 7.17712 1.28855 -0.84803
H 5.79270 3.17829 -0.08000
H 4.03299 3.78112 1.05715
H 1.95893 4.08547 -1.14292
H 3.65889 4.54014 -1.31520
H 2.63973 5.32790 -0.10762
H 1.13894 2.92156 0.91380
H 1.97395 3.92695 2.07610
H 2.27610 2.19191 2.05578
H 1.75806 2.07758 -1.95196
H -0.47139 3.05446 -2.76806
H -3.02852 3.04397 -1.91196
H -3.05342 -0.53341 1.29866
H -4.64607 0.09666 1.69110
H -3.22015 0.92010 2.30730
H -3.73236 -0.43122 -1.18965
H -4.49511 1.03683 -1.81543
H -5.31188 0.07691 -0.57303
H -4.02796 3.11939 1.25636
H -5.48080 2.19150 0.86554
H -4.66618 3.11129 -0.39274
S -0.58795 0.58233 2.56730
C -0.47748 0.56174 0.95129
C -0.22499 -4.67067 -0.13846
S -0.51639 -3.05915 0.59419
O -0.36906 -2.05638 -0.52365
C -2.25513 -3.20587 0.92206
C -3.16512 -3.15791 -0.12540
C -4.51698 -3.22950 0.16360
C -4.94266 -3.34606 1.48317
C -4.02269 -3.38359 2.52093
C -2.66471 -3.30432 2.24299
H -0.87877 -4.77425 -1.00373
H -0.44445 -5.43355 0.60741
H 0.81858 -4.72007 -0.44267
H -2.81713 -3.04336 -1.14521
H -5.24161 -3.19278 -0.63897
H -6.00092 -3.40213 1.70160
H -4.35968 -3.46402 3.54539
H -1.93466 -3.30909 3.04371
```

Output
Total charge: +1
Frontier orbital gap (spin up / spin down) in eV: 7.53 / 7.64
HOMO (spin up / spin down) in eV: -10.87 / -11.00
2S+1: 2
E_LUMO (spin up / spin down) in eV: -3.33 / -3.36
Total energy in hartree: -2218.65815
Relative energy (zero: lowest compared OMol25 entry of this formula, charge and spin) in kcal per mole: 0.0

Mulliken atomic charge list, values in e, 8 entries:
1. Rh -0.2394
2. C -1.2130
3. C 0.4626
4. C -1.2028
5. C 0.7805
6. C -1.0157
7. C -1.3649
8. C -0.7279

***

A structure of composition C31H46HgN4O3PS4 at a distorted geometry. Source: the Open Molecules 2025 dataset; level of theory: ωB97M-V/def2-TZVPD.

Structure (XYZ):
```
90
C31H46HgN4O3PS4, DFT ωB97M-V/def2-TZVPD
Hg 0.20539 0.06101 1.78665
C -0.30207 -3.21753 2.48971
C -0.02740 -3.07695 4.02045
S 1.51222 -2.19136 4.30654
C 1.24184 -1.46840 5.95592
C 0.09352 -0.50575 6.09528
S 0.17283 0.85044 4.85865
C -1.38601 1.64925 5.35701
C -1.62802 2.94681 4.61232
S -1.59614 2.80673 2.85295
C -3.36963 2.38490 2.48163
C -3.86212 1.08285 2.93558
S -1.11947 -1.81837 1.69116
H -0.95743 -4.05650 2.30908
H 0.65138 -3.51171 1.99051
H -0.05441 -4.10000 4.40722
H -0.85924 -2.54534 4.49011
H 2.17921 -0.96704 6.14271
H 1.12355 -2.35041 6.61218
H 0.11343 -0.06065 7.09787
H -0.84364 -1.06455 5.95274
H -1.25519 1.88411 6.39811
H -2.23286 0.96726 5.17700
H -0.87098 3.64024 4.91042
H -2.58010 3.39007 4.88630
H -3.43701 2.44431 1.38959
H -3.93287 3.23037 2.81472
H -3.51463 0.23039 2.36534
H -4.52148 0.92925 3.77762
N 3.01056 -0.19996 2.00316
N 3.36105 0.95829 1.35467
C 2.48517 2.05972 1.27186
O 2.95880 3.12487 0.88921
O 1.24050 1.87481 1.59626
H 3.43335 -0.35124 2.91036
H 3.05023 -1.01210 1.41062
H 4.34066 1.14781 1.30967
C 2.31649 -3.37240 -2.86030
C 1.20391 -3.47225 -1.82589
C 1.15016 -4.88111 -1.19740
C -0.10925 -3.09379 -2.45763
N 1.42546 -2.46278 -0.75272
N 2.67316 -2.54923 -0.08927
H 2.08042 -3.98713 -3.75153
H 3.29065 -3.69310 -2.44158
H 2.45098 -2.33237 -3.14229
H 1.21679 -5.74239 -1.87264
H 0.25084 -4.99295 -0.62379
H 2.00674 -4.98245 -0.48616
H -0.35527 -3.79299 -3.24696
H -0.07289 -2.08787 -2.90427
H -0.91588 -3.05270 -1.69801
H 0.65955 -2.44008 -0.07766
H 3.37989 -2.14932 -0.74907
H 2.96914 -3.53066 0.11529
O -0.74799 0.70981 -0.54494
P -0.66654 1.30901 -1.90415
C -1.74126 0.35086 -3.05032
C -2.51764 -0.65979 -2.47975
C -3.24138 -1.52355 -3.33054
C -3.27876 -1.34304 -4.69636
C -2.56964 -0.28922 -5.27412
C -1.83686 0.56343 -4.45565
C 1.03050 1.20043 -2.55690
C 1.39134 1.60451 -3.84157
C 2.69583 1.41565 -4.29510
C 3.66357 0.88085 -3.43906
C 3.33578 0.58559 -2.12701
C 2.02552 0.69738 -1.70927
C -1.09734 3.05361 -2.04586
C -2.19498 3.49075 -2.75782
C -2.48124 4.85624 -2.79640
C -1.69911 5.76281 -2.08061
C -0.62641 5.28280 -1.31995
C -0.32813 3.94301 -1.33715
H -2.47223 -0.81655 -1.40473
H -3.84642 -2.29553 -2.87270
H -3.83702 -2.01430 -5.32064
H -2.55131 -0.13185 -6.35280
H -1.27698 1.34908 -4.92123
H 0.64102 2.05125 -4.47493
H 2.94631 1.67073 -5.29070
H 4.66746 0.76711 -3.76843
H 4.07966 0.22657 -1.42808
H 1.72770 0.41807 -0.71453
H -2.89352 2.83005 -3.26817
H -3.32430 5.19637 -3.36242
H -1.94204 6.81752 -2.14733
H -0.01594 5.94547 -0.71138
H 0.53848 3.54481 -0.76870
```

Output
Total charge: 0
Frontier orbital gap (spin up / spin down) in eV: 8.35 / 8.29
HOMO (spin up / spin down) in eV: -7.85 / -8.15
2S+1: 2
E_LUMO (spin up / spin down) in eV: 0.50 / 0.14
Total energy in hartree: -3741.09640
Relative energy (zero: lowest compared OMol25 entry of this formula, charge and spin) in kcal per mole: 0.0

Mulliken atomic charge list, values in e, 8 entries:
1. Hg 1.5318
2. C -0.7522
3. C -0.4952
4. S -0.0223
5. C -0.8044
6. C -0.8063
7. S 0.1939
8. C -0.5662